Density functional theory data (the ωB97M-V functional and the def2-TZVPD basis) for a cluster of 2 separate species, C10H12FN in total.

XYZ file:
```
24
Properties=species:S:1:pos:R:3:nbo_charge:R:1
C -0.65200 -0.91358 -0.55769 -0.178
C -0.85060 1.30945 0.48109 -0.179
C -1.42867 -1.46494 0.39610 -0.214
C -1.65216 0.73228 1.45600 -0.220
C -0.40161 0.53485 -0.57704 -0.173
C -1.98200 -0.64470 1.38342 0.005
C 2.71846 0.92599 -0.95712 0.335
C 0.36777 1.04193 -1.64117 0.259
C -2.80765 -1.24519 2.45774 -0.640
C 3.18831 0.87115 -2.38825 -0.713
N 3.59754 0.63375 -0.09888 -0.679
F 0.40879 2.40614 -1.83867 -0.345
H -0.27758 -1.60896 -1.22981 0.203
H -0.48436 2.34190 0.35852 0.228
H -1.51407 -2.58185 0.27145 0.217
H -1.98141 1.37626 2.17417 0.210
H 0.50223 0.27813 -2.41117 0.180
H -2.13650 -1.34976 3.24866 0.226
H -3.65524 -0.56452 2.49051 0.225
H -3.13421 -2.26499 2.31037 0.216
H 2.82943 1.81088 -2.90919 0.225
H 2.70713 0.01220 -2.94068 0.223
H 4.20123 0.82181 -2.28651 0.223
H 3.31197 0.41484 0.84155 0.364
```

Properties
LUMO energy (spin up / spin down) = -0.08 / -0.20 eV
frontier orbital gap (spin up / spin down) = 7.024 / 7.437 eV

***

Density functional theory data (the ωB97M-V functional and the def2-TZVPD basis) for a cluster of 2 separate species, C5H10NO in total.

XYZ file:
```
17
Properties=species:S:1:pos:R:3:nbo_charge:R:1
C 1.37596 -1.23722 -0.72321 0.485
C -2.20858 0.06060 -0.26386 -0.610
C 2.26874 -0.32257 2.51436 0.321
C -0.92515 0.89405 -0.38459 -0.402
C -0.08319 0.47082 -1.70702 -0.288
N 0.77536 -0.59328 -1.44764 -0.202
O 1.54428 -0.43929 1.52737 -0.587
H -1.92655 -0.98397 0.02072 0.200
H -2.66932 0.01467 -1.29325 0.208
H -2.92374 0.38725 0.44393 0.243
H 3.26933 0.10607 2.53732 0.155
H 1.75164 -0.59658 3.42559 0.147
H -0.36749 0.91276 0.56765 0.236
H -1.29715 1.97353 -0.46155 0.241
H -0.85544 0.13911 -2.42449 0.262
H 0.50451 1.37409 -2.10297 0.279
H 1.76678 -2.16005 -0.22835 0.313
```

Properties
LUMO energy = -4.18 eV
net charge = +1
frontier orbital gap = 10.435 eV

***

Density functional theory data (the ωB97M-V functional and the def2-TZVPD basis) for the molecule C4H8N2O.

XYZ file:
```
15
Properties=species:S:1:pos:R:3:nbo_charge:R:1
C -1.77108 0.53887 0.64494 -0.414
N -0.52948 -0.15535 0.88529 -0.600
C 0.13485 -0.20010 -0.38454 -0.177
C 1.65134 -0.41839 -0.18419 -0.062
O 2.15655 0.54356 0.71658 -0.706
C -0.45719 -1.22106 -1.27096 0.272
N -0.95036 -1.93336 -2.03706 -0.310
H -2.48550 -0.14158 0.16858 0.205
H -2.18814 0.90526 1.58956 0.215
H -1.54584 1.32004 -0.15595 0.151
H 0.07855 0.34305 1.53236 0.382
H -0.20679 0.79489 -0.90512 0.193
H 2.15350 -0.38758 -1.15583 0.179
H 1.88349 -1.39132 0.27227 0.206
H 2.07610 1.40307 0.28407 0.467
```

Properties
LUMO energy = 0.52 eV
SMILES = CN[C@H](C#N)CO
frontier orbital gap = 10.364 eV

***

Density functional theory data (the ωB97M-V functional and the def2-TZVPD basis) for a cluster of 6 separate species, C38H75NO17P in total.

XYZ file:
```
132
Properties=species:S:1:pos:R:3:mulliken_charge:R:1
C 4.89423 -0.07420 -2.33964 -0.562
C 4.53413 -1.43241 -3.20306 -0.584
C 3.07208 -1.17376 -3.90531 -0.298
N 2.68427 0.23104 -3.44485 0.614
C 1.39480 0.98765 -3.77172 -1.004
C 0.38604 0.87385 -2.44326 -0.097
C 0.49395 -0.60969 -1.75394 -0.288
C -0.59623 -0.90705 -0.56611 -0.177
C -1.14376 0.42023 0.22528 -0.514
C -0.08560 1.08496 1.28630 0.816
C 0.41598 0.08853 2.48759 0.223
C 0.81478 0.90616 3.88397 -0.468
C 2.34229 1.50120 3.88563 -0.118
C 2.71020 2.48131 2.62410 -0.916
C 3.59678 1.67270 1.47345 0.918
C 5.11637 1.41412 2.03205 -0.931
C 5.59829 -0.15385 2.03608 0.685
C 4.51481 -1.35034 2.32762 -0.481
O 4.28541 -1.72195 3.73251 -0.385
P 5.85715 -1.33043 4.44990 -0.310
O 6.50442 -0.21884 3.22810 -0.493
C 3.65616 0.98846 -2.55682 -0.297
H 5.87813 0.05989 -1.68956 0.398
H 5.13611 -2.43276 -3.33589 0.290
H 2.39442 -1.85009 -4.58388 0.293
H 0.88769 0.55346 -4.74975 0.364
H 1.65569 2.11883 -4.03435 0.225
H -0.69019 1.12156 -2.85312 0.318
H 0.79733 1.70510 -1.69194 0.040
H 1.55271 -0.86749 -1.32654 0.025
H 0.26828 -1.40351 -2.61656 0.280
H -0.04304 -1.57627 0.24769 0.010
H -1.45324 -1.59541 -1.00597 0.113
H -2.08258 0.05934 0.86840 0.221
H -1.58131 1.26007 -0.50157 0.238
H 0.86174 1.47118 0.71801 -0.456
H -0.64310 1.99499 1.82006 -0.201
H 1.29147 -0.64689 2.15102 -0.296
H -0.47904 -0.63283 2.80986 0.112
H -0.02050 1.70634 4.14950 -0.086
H 0.76829 0.11142 4.77309 0.355
H 2.43281 2.17644 4.86599 0.331
H 3.18782 0.68380 3.99745 -0.155
H 1.76725 2.99509 2.12985 0.199
H 3.38918 3.36021 3.02271 0.455
H 3.69469 2.34898 0.50199 -0.078
H 3.00012 0.70094 1.19217 -0.381
H 5.86392 2.00167 1.32086 0.240
H 5.22059 1.88526 3.09904 0.275
H 6.26187 -0.34560 1.07914 0.030
H 5.05257 -2.29252 1.85246 0.386
H 3.47257 -1.34643 1.79348 -0.129
H 5.38120 -2.17942 5.52809 0.029
H 5.19057 -0.12237 4.92183 -0.085
H 7.06382 -1.15663 5.25302 0.028
H 6.39282 -2.50852 3.81247 -0.006
H 3.55863 2.07769 -2.12159 0.266
C -1.25466 -4.32366 2.41761 -0.977
C -1.71339 -5.51842 1.60032 -0.265
O -3.06843 -5.86229 1.91618 -0.351
C -4.01883 -5.08324 1.34282 0.567
O -3.82010 -4.14149 0.59173 -0.394
O -5.23231 -5.51435 1.77134 -0.345
C -6.32221 -4.71932 1.31164 -0.561
H -1.41830 -4.50092 3.48577 0.334
H -0.19299 -4.12333 2.24888 0.394
H -1.81982 -3.42373 2.15570 0.187
H -1.09829 -6.38895 1.85459 0.354
H -1.59465 -5.34384 0.52515 0.258
H -6.30134 -4.60415 0.22305 0.181
H -6.30289 -3.74211 1.80396 0.325
H -7.25180 -5.22644 1.58500 0.281
C -0.50509 7.92313 3.16348 -1.090
C -0.29695 7.14874 4.45299 -0.140
O -1.44576 6.34785 4.75792 -0.386
C -1.55420 5.19027 4.05994 0.758
O -0.76872 4.78055 3.21989 -0.550
O -2.70474 4.57690 4.43682 -0.353
C -2.98796 3.38467 3.70903 -0.209
H -1.43544 8.49923 3.20506 0.298
H 0.32893 8.60697 2.98319 0.360
H -0.58813 7.24898 2.30528 0.291
H -0.17302 7.85357 5.28286 0.293
H 0.60937 6.53415 4.41507 0.290
H -2.14047 2.69188 3.73199 -0.092
H -3.25548 3.63377 2.67748 0.254
H -3.84451 2.89434 4.18011 0.258
C -7.75358 2.54961 2.34311 -1.022
C -8.10678 2.33409 0.88207 -0.187
O -7.01347 1.73334 0.17642 -0.378
C -6.86474 0.39740 0.35546 0.690
O -7.57312 -0.31924 1.04478 -0.580
O -5.77226 -0.00262 -0.34346 -0.346
C -5.44756 -1.37925 -0.16811 -0.618
H -6.81818 3.11148 2.43529 0.227
H -8.54888 3.09605 2.85753 0.365
H -7.60257 1.59632 2.85918 0.308
H -8.29492 3.30397 0.40797 0.298
H -9.01956 1.73857 0.76918 0.308
H -6.30972 -2.02220 -0.37305 0.432
H -5.07351 -1.54642 0.84671 0.264
H -4.65386 -1.63403 -0.87603 0.232
C -4.60347 -6.31164 -5.78463 -1.101
C -4.97267 -5.19207 -4.82751 -0.171
O -5.64317 -5.70989 -3.67145 -0.359
C -4.84184 -6.27158 -2.73268 0.796
O -3.62556 -6.36273 -2.78636 -0.563
O -5.62964 -6.74191 -1.73259 -0.343
C -4.91584 -7.44143 -0.71651 -0.529
H -5.48318 -6.91618 -6.02925 0.289
H -4.18123 -5.90781 -6.70895 0.362
H -3.86828 -6.98846 -5.33820 0.308
H -5.67391 -4.50990 -5.32121 0.303
H -4.09705 -4.59983 -4.53925 0.297
H -4.08870 -6.84102 -0.32400 0.132
H -4.54883 -8.39465 -1.10943 0.388
H -5.60851 -7.64880 0.10399 0.212
C 5.77868 1.59246 -5.18936 -0.954
C 5.13585 2.95798 -5.35654 0.050
O 6.01772 3.99505 -4.90824 -0.367
C 7.00679 4.33584 -5.77110 0.741
O 7.19796 3.84955 -6.87450 -0.565
O 7.76728 5.29416 -5.18348 -0.341
C 8.90356 5.68064 -5.95211 -0.624
H 6.12385 1.45176 -4.15969 0.248
H 5.07041 0.79756 -5.43880 0.239
H 6.65606 1.48569 -5.83488 0.424
H 4.23735 3.01435 -4.73175 0.070
H 4.81974 3.13342 -6.39088 0.319
H 8.61890 5.96575 -6.97015 0.289
H 9.63495 4.86670 -5.96908 0.285
H 9.36186 6.54794 -5.46862 0.226
```

Properties
LUMO energy = 1.77 eV
net charge = -1
frontier orbital gap = 5.700 eV

***

Density functional theory data (the ωB97M-V functional and the def2-TZVPD basis) for a structure of composition C33H38CrF4N12SSi.

XYZ file:
```
90
Properties=species:S:1:pos:R:3:mulliken_spin:R:1
Cr -0.06649 -1.58689 -2.08780 3.849
F -3.69457 -4.55057 0.01081 0.001
C -3.78977 -3.28273 0.75401 -0.013
F -4.44383 -3.47233 1.97921 0.000
F -4.56383 -2.34884 0.08130 0.001
C -2.39842 -2.77952 0.99752 0.000
C -1.80407 -2.62770 2.26697 0.019
C -0.43355 -2.26205 2.30648 -0.008
C 0.21298 -1.85289 1.16565 0.060
N -0.40749 -1.89423 -0.02353 -0.135
C -1.59601 -2.55559 -0.14789 0.050
S -2.18905 -2.72339 -1.78303 0.005
H -2.36047 -2.79624 3.18922 0.001
H 0.03834 -2.15158 3.29237 -0.001
H 1.19876 -1.41275 1.10976 0.021
C 3.30160 -4.01131 -3.25484 0.009
Si 2.75017 -3.39246 -1.55689 0.012
C 1.70662 -4.70158 -0.66774 0.041
C 4.13915 -3.00259 -0.40011 0.003
N 1.86763 -1.81153 -1.79075 0.037
C 2.65377 -0.70550 -1.94940 -0.055
C 3.07985 -0.26127 -3.25150 0.009
C 3.73524 0.97158 -3.37806 0.007
C 3.99921 1.81603 -2.31857 0.006
C 3.67015 1.38828 -1.01709 0.004
C 3.07079 0.15559 -0.83506 -0.013
F 2.98574 -0.25352 0.42426 0.002
H 2.75106 -3.43882 -4.02085 0.001
H 2.96726 -5.05738 -3.41580 0.003
H 4.37187 -3.93037 -3.39426 0.001
H 2.04862 -5.70881 -0.96529 0.004
H 0.73453 -4.53269 -1.09352 -0.006
H 1.71401 -4.72524 0.41787 0.001
H 4.86352 -2.22744 -0.75371 -0.001
H 4.76967 -3.87890 -0.41928 0.000
H 3.80099 -2.87483 0.58441 0.000
H 2.92363 -0.88807 -4.14066 -0.003
H 3.92028 1.30128 -4.41908 0.000
H 4.42883 2.81692 -2.46153 0.001
H 3.97248 1.95252 -0.16573 -0.001
N 0.67812 3.45472 -2.75436 -0.001
C -0.13396 2.54884 -2.12128 0.017
C -0.23908 1.23662 -2.64910 0.059
N -0.96086 0.29879 -1.98347 -0.032
C -1.91368 0.80639 -1.17507 0.047
C -1.97432 2.14477 -0.88612 -0.014
N -0.95876 3.05211 -1.19674 0.027
H 1.57741 3.08283 -3.15264 0.000
H 0.92672 4.18649 -2.07846 0.000
H 0.37513 0.96669 -3.50994 -0.022
H -2.72564 0.11288 -0.91251 0.005
H -2.79722 2.62733 -0.33272 -0.001
C -3.90292 3.35458 3.88988 0.000
C -2.99506 4.34251 3.22451 0.000
N -2.77021 4.30363 1.90292 0.000
C -1.80991 5.29647 1.62772 0.000
C -1.29495 5.71480 2.78378 0.000
N -2.04170 5.16704 3.81843 0.000
C -1.92927 5.42614 5.24021 0.000
N -1.30084 4.36924 6.00524 0.000
N -1.13422 4.55219 7.37442 0.000
N -0.43417 3.58321 7.88704 0.000
C -0.20741 2.63202 6.84548 0.000
C 0.28201 1.33290 7.04658 0.000
C 0.32517 0.56088 5.94711 0.000
C -0.07736 1.03403 4.65870 0.000
C -0.66075 2.29017 4.45404 0.000
C -0.77005 3.09740 5.65141 0.000
H -4.59655 2.92888 3.08738 0.000
H -4.60879 3.82960 4.58375 0.000
H -3.46510 2.50872 4.43140 0.000
H -1.53947 5.59393 0.60101 0.000
H -0.41964 6.31660 2.88320 0.000
H -2.90703 5.52749 5.67385 0.000
H -1.37698 6.30408 5.54030 0.000
H 0.60802 1.05592 8.04133 0.000
H 0.74874 -0.45395 6.10576 0.000
H 0.12340 0.39208 3.83110 0.000
H -0.76887 2.69554 3.43103 0.000
C -0.05107 -2.49622 -7.60019 0.003
N -0.60714 -2.98231 -6.32029 0.006
C -1.45620 -4.24453 -6.38275 0.003
C -0.24906 -2.45596 -5.17077 0.083
N 0.08593 -1.90965 -4.17449 -0.090
H 0.86157 -3.09994 -7.86549 0.000
H 0.28280 -1.46138 -7.58189 -0.001
H -0.73731 -2.69565 -8.40208 0.000
H -2.35632 -4.04709 -6.95275 0.000
H -1.68761 -4.50450 -5.33501 -0.001
H -0.94472 -5.07988 -6.89737 0.001
```

Properties
<S²> = 6.019
LUMO energy (spin up / spin down) = -0.03 / -0.16 eV
spin multiplicity = 5
frontier orbital gap (spin up / spin down) = 6.779 / 7.445 eV